This record from OMol25 describes a cluster of 2 separate species, C3H7NO in total at a distorted geometry. The level of theory is ωB97M-V/def2-TZVPD.

The geometry in XYZ format:
```
12
C3H7NO | OMol25 | ωB97M-V/def2-TZVPD
O 0.254 -3.850 -0.688
C 0.459 -2.715 -1.128
H -0.446 -2.000 -1.300
H 1.417 -2.618 -1.640
C -0.190 0.728 1.303
C -0.138 2.219 -0.400
N 0.484 1.284 0.057
H -0.616 1.507 1.974
H -0.876 -0.112 1.063
H 0.622 0.373 1.946
H 0.284 3.151 -0.645
H -1.253 2.033 -0.542
```

<S²>: 0.753
LUMO energy (alpha / beta): 4.0 / 4.3 eV
Orbital gap (alpha / beta): 3.275 / 8.190 eV
2S+1: 2
HOMO energy (alpha / beta): 0.73 / -3.87 eV
Energy above the lowest of the compared OMol25 structures with the same formula, charge and spin: 74.44 kcal/mol
Total charge: -1
Largest force on an atom: 7.3 eV/A



This record from OMol25 describes an isolated molecule of C3H5NS2 at a distorted geometry. The level of theory is ωB97M-V/def2-TZVPD.

The geometry in XYZ format:
```
11
C3H5NS2 | OMol25 | ωB97M-V/def2-TZVPD
C 1.927 1.456 0.407
C -0.923 1.826 0.219
C -0.264 -1.985 -0.248
N 0.795 1.661 0.136
S -1.692 0.586 -0.625
S -1.510 -1.027 0.679
H 2.808 1.219 0.946
H -1.054 2.783 -0.268
H -0.732 -2.426 -1.127
H 0.094 -2.763 0.418
H 0.552 -1.329 -0.536
```

LUMO energy (alpha / beta): 0.4 / 0.4 eV
Orbital gap (alpha / beta): 7.874 / 7.875 eV
HOMO energy (alpha / beta): -7.48 / -7.48 eV
Energy above the lowest of the compared OMol25 structures with the same formula, charge and spin: 97.94 kcal/mol
Largest force on an atom: 4.4 eV/A



This record from OMol25 describes a structure of composition C30H47N14O2PRu at a distorted geometry. The level of theory is ωB97M-V/def2-TZVPD.

The geometry in XYZ format:
```
95
C30H47N14O2PRu | OMol25 | ωB97M-V/def2-TZVPD
Ru 0.141 -1.005 1.154
N 0.623 -1.100 3.178
C 0.148 -2.399 3.705
C -1.348 -2.406 3.436
N -1.612 -2.014 2.007
C -1.975 -3.182 1.163
C -0.704 -3.981 0.955
N 0.272 -3.030 0.372
H 1.632 -0.979 3.278
H 0.195 -0.358 3.727
H 0.374 -2.566 4.760
H 0.654 -3.170 3.134
H -1.862 -1.694 4.083
H -1.773 -3.386 3.659
H -2.373 -1.342 1.989
H -2.352 -2.801 0.212
H -2.764 -3.786 1.616
H -0.887 -4.842 0.311
H -0.312 -4.367 1.892
H 0.040 -2.920 -0.610
H 1.232 -3.365 0.394
C -1.923 4.262 1.323
N -1.604 2.837 1.533
C -0.948 1.944 0.803
N -0.855 0.793 1.487
C -1.509 1.086 2.657
N -1.969 2.298 2.716
C -2.807 4.595 0.146
C -3.167 5.944 0.012
C -4.057 6.353 -0.965
C -4.593 5.429 -1.849
C -4.199 4.094 -1.750
C -3.314 3.675 -0.740
C -4.660 3.137 -2.721
N -5.723 3.155 -3.489
N -5.688 2.019 -4.232
C -4.601 1.378 -3.892
O -3.915 2.030 -2.927
C -4.019 0.166 -4.415
C -4.774 -0.768 -5.131
C -4.158 -1.921 -5.586
C -2.806 -2.147 -5.336
C -2.049 -1.204 -4.645
C -0.567 -1.378 -4.439
N -0.150 -0.988 -3.075
C -0.769 -1.138 -1.915
N -0.021 -0.622 -0.931
C 1.077 -0.154 -1.607
N 1.027 -0.356 -2.895
C -2.660 -0.050 -4.191
H -0.987 4.821 1.289
H -2.434 4.536 2.245
H -0.540 2.141 -0.175
H -1.653 0.396 3.469
H -2.764 6.677 0.701
H -4.332 7.396 -1.040
H -5.286 5.726 -2.624
H -3.072 2.622 -0.667
H -5.825 -0.584 -5.313
H -4.729 -2.654 -6.138
H -2.338 -3.050 -5.710
H 0.005 -0.725 -5.097
H -0.244 -2.402 -4.621
H -1.749 -1.577 -1.816
H 1.904 0.342 -1.128
H -2.082 0.714 -3.686
C 4.341 -0.822 -1.237
N 4.303 -0.083 0.034
C 5.375 0.913 0.141
P 3.517 -0.703 1.316
O 2.135 -1.199 0.835
N 3.372 0.486 2.443
C 4.316 0.662 3.559
C 2.723 1.741 2.042
N 4.271 -1.969 2.013
C 5.736 -1.943 2.155
C 3.716 -3.309 2.182
H 4.201 -0.127 -2.064
H 3.551 -1.569 -1.273
H 5.304 -1.321 -1.366
H 5.297 1.617 -0.688
H 6.358 0.440 0.096
H 5.294 1.472 1.070
H 4.713 -0.296 3.884
H 3.782 1.103 4.400
H 5.143 1.324 3.296
H 1.786 1.551 1.521
H 3.361 2.355 1.400
H 2.501 2.316 2.940
H 6.136 -0.955 1.940
H 6.194 -2.655 1.465
H 6.020 -2.211 3.173
H 2.660 -3.315 1.928
H 3.835 -3.648 3.212
H 4.238 -4.013 1.530
```

<S²>: 0.754
LUMO energy (alpha / beta): -8.8 / -9.8 eV
Orbital gap (alpha / beta): 5.659 / 4.581 eV
2S+1: 2
HOMO energy (alpha / beta): -14.42 / -14.42 eV
Energy above the lowest of the compared OMol25 structures with the same formula, charge and spin: 0.00 kcal/mol
Total charge: +3
Largest force on an atom: 1.6 eV/A



This record from OMol25 describes a cluster of 3 separate species, C5H10O in total at a distorted geometry. The level of theory is ωB97M-V/def2-TZVPD.

The geometry in XYZ format:
```
16
C5H10O | OMol25 | ωB97M-V/def2-TZVPD
C 1.659 -0.043 1.083
C 1.158 -0.049 -0.326
C 0.195 -1.110 -0.876
C -0.269 0.266 -0.687
C -1.826 0.316 0.752
O -0.626 1.143 -1.664
H 2.513 -0.706 1.196
H 1.976 0.949 1.427
H 0.873 -0.396 1.746
H 1.901 0.268 -1.059
H 0.305 -1.472 -1.889
H -0.221 -1.808 -0.166
H -2.955 0.395 0.688
H -1.533 1.138 1.405
H -1.763 -0.596 1.362
H -1.444 1.678 -0.787
```

LUMO energy: 0.3 eV
Orbital gap: 9.486 eV
HOMO energy: -9.17 eV
Energy above the lowest of the compared OMol25 structures with the same formula, charge and spin: 131.71 kcal/mol
Largest force on an atom: 6.2 eV/A



This record from OMol25 describes a cluster of 11 separate species, C27H76O11 in total at a distorted geometry. The level of theory is ωB97M-V/def2-TZVPD.

The geometry in XYZ format:
```
114
C27H76O11 | OMol25 | ωB97M-V/def2-TZVPD
C -12.530 16.531 -20.187
C -12.575 17.858 -19.367
C -13.972 18.406 -19.214
O -12.008 17.562 -18.140
H -12.849 15.644 -19.641
H -11.501 16.318 -20.477
H -13.134 16.639 -21.088
H -12.007 18.604 -19.924
H -14.619 17.593 -18.886
H -14.465 18.799 -20.103
H -14.043 19.150 -18.419
H -11.342 16.900 -18.341
C 3.988 21.057 -27.542
C 3.353 21.109 -26.182
C 1.932 20.636 -26.239
O 4.035 20.231 -25.391
H 3.518 21.820 -28.163
H 3.884 20.095 -28.044
H 5.059 21.255 -27.502
H 3.424 22.108 -25.751
H 1.833 19.562 -26.396
H 1.409 21.209 -27.005
H 1.356 20.909 -25.355
H 4.925 20.553 -25.232
C -6.854 21.737 -23.060
C -7.561 22.691 -24.028
C -7.918 22.152 -25.366
O -8.741 23.098 -23.337
H -5.813 21.559 -23.331
H -7.285 20.737 -23.012
H -6.906 22.102 -22.034
H -6.969 23.601 -24.124
H -7.057 21.629 -25.785
H -8.296 22.961 -25.990
H -8.630 21.331 -25.279
H -8.481 23.392 -22.461
C -2.142 26.907 -31.103
C -3.067 27.036 -29.886
C -2.628 26.106 -28.704
O -2.917 28.360 -29.544
H -1.143 27.311 -30.941
H -2.527 27.343 -32.025
H -2.061 25.833 -31.268
H -4.100 26.830 -30.167
H -1.579 26.225 -28.432
H -2.943 25.071 -28.832
H -3.125 26.404 -27.781
H -3.096 28.891 -30.323
C -14.563 24.986 -27.318
C -15.046 25.400 -25.923
C -15.585 24.148 -25.140
O -13.951 25.865 -25.154
H -15.286 24.530 -27.994
H -13.747 24.264 -27.278
H -14.237 25.884 -27.842
H -15.777 26.206 -25.974
H -15.894 24.573 -24.185
H -14.738 23.468 -25.045
H -16.402 23.730 -25.728
H -13.329 25.150 -24.999
C -0.156 22.178 -18.458
C 1.174 22.740 -18.076
C 1.613 23.748 -19.114
O 1.055 23.417 -16.843
H -0.772 23.003 -18.815
H -0.659 21.745 -17.594
H -0.143 21.445 -19.264
H 1.851 21.889 -18.005
H 2.641 24.108 -19.061
H 1.016 24.659 -19.164
H 1.620 23.308 -20.111
H 0.461 24.168 -16.909
C -8.116 32.572 -26.079
C -8.533 31.134 -25.767
C -7.855 30.720 -24.454
O -9.927 31.179 -25.592
H -8.638 32.744 -27.021
H -7.034 32.622 -26.204
H -8.498 33.381 -25.456
H -8.212 30.420 -26.525
H -6.801 30.622 -24.716
H -8.236 29.796 -24.020
H -8.005 31.538 -23.749
H -10.282 30.319 -25.355
C -12.980 26.093 -17.668
C -11.668 26.869 -17.669
C -11.545 27.744 -16.437
O -10.631 25.999 -17.706
H -13.855 26.732 -17.545
H -13.129 25.279 -16.958
H -13.108 25.661 -18.660
H -11.545 27.493 -18.554
H -12.206 28.611 -16.443
H -10.509 28.044 -16.278
H -11.825 27.170 -15.553
H -10.799 25.460 -16.930
C -12.599 21.772 -33.285
O -12.677 22.495 -34.452
H -13.488 22.025 -32.708
H -12.630 20.687 -33.391
H -11.719 21.990 -32.679
H -13.059 23.339 -34.199
C -13.867 17.080 -28.170
O -15.209 16.734 -28.467
H -13.381 17.309 -29.119
H -13.822 17.990 -27.572
H -13.325 16.311 -27.620
H -15.750 16.747 -27.674
C -4.252 17.546 -32.548
O -3.671 18.465 -31.653
H -4.318 17.910 -33.574
H -3.552 16.712 -32.600
H -5.263 17.175 -32.380
H -3.854 18.064 -30.800
```

LUMO energy: 0.3 eV
Orbital gap: 10.316 eV
HOMO energy: -10.01 eV
Energy above the lowest of the compared OMol25 structures with the same formula, charge and spin: 101.43 kcal/mol
SMILES: CC(C)O.CC(C)O.CC(C)O.CC(C)O.CC(C)O.CC(C)O.CC(C)O.CC(C)O.CO.CO.CO
Largest force on an atom: 3.0 eV/A



This record from OMol25 describes an isolated molecule of C3H4FI at a distorted geometry. The level of theory is ωB97M-V/def2-TZVPD.

The geometry in XYZ format:
```
9
C3H4FI | OMol25 | ωB97M-V/def2-TZVPD
C -0.523 0.672 1.200
C -0.112 0.563 -0.070
C 0.571 -0.682 -0.757
F -0.158 1.541 -0.973
I -0.676 -2.505 -0.473
H -0.825 1.645 1.495
H -0.368 -0.174 1.744
H 0.595 -0.398 -1.796
H 1.495 -0.661 -0.371
```

LUMO energy: 0.0 eV
Orbital gap: 9.494 eV
HOMO energy: -9.50 eV
Energy above the lowest of the compared OMol25 structures with the same formula, charge and spin: 6.44 kcal/mol
SMILES: C=C(F)CI
Largest force on an atom: 5.2 eV/A



This record from OMol25 describes a structure of composition C5H7NO. The level of theory is ωB97M-V/def2-TZVPD.

The geometry in XYZ format:
```
14
C5H7NO | OMol25 | ωB97M-V/def2-TZVPD
O 2.071 -0.289 -1.000
C 1.226 -0.059 0.061
C 0.439 1.112 -0.092
C -1.009 0.906 0.142
C -1.396 -0.452 -0.476
C -0.511 -0.887 0.681
N -0.666 0.243 1.415
H 2.861 -0.747 -0.682
H 1.626 -0.393 1.015
H 0.863 2.019 -0.518
H -1.660 1.784 0.147
H -1.112 -0.670 -1.512
H -2.447 -0.704 -0.287
H -0.284 -1.863 1.105
```

LUMO energy: 0.4 eV
Orbital gap: 8.894 eV
HOMO energy: -8.47 eV
Energy above the lowest of the compared OMol25 structures with the same formula, charge and spin: 115.46 kcal/mol
Largest force on an atom: 0.6 eV/A



This record from OMol25 describes a cluster of 5 separate species, C31H53FN7O14P in total at a distorted geometry. The level of theory is ωB97M-V/def2-TZVPD.

The geometry in XYZ format:
```
107
C31H53FN7O14P | OMol25 | ωB97M-V/def2-TZVPD
C 1.955 3.897 1.082
C 3.414 3.809 0.339
N 3.371 3.848 -1.172
C 2.053 3.368 -1.740
C 0.970 4.502 -2.221
F 1.334 5.928 -2.038
C -0.486 4.022 -2.890
P -1.613 5.497 -3.459
N -1.572 5.389 -5.274
O -3.236 5.335 -2.853
C -0.904 2.424 -3.071
N -2.230 2.113 -3.703
C -2.431 0.630 -3.838
C -3.808 0.105 -4.561
C -5.199 0.662 -3.898
C -5.208 0.726 -2.259
C -6.721 0.339 -1.674
N -7.428 1.518 -1.037
C -1.361 -0.485 -3.330
N -1.698 -1.972 -3.547
C -1.845 -2.551 -2.306
O -2.322 -3.089 -1.162
N -0.034 -0.191 -2.691
C 0.167 1.296 -2.595
C 1.628 1.792 -1.952
C 2.783 0.672 -1.493
C 3.910 0.699 -2.728
C 5.128 -0.403 -2.490
C 4.862 -1.823 -3.318
N 4.650 -2.993 -2.362
H 2.185 3.894 2.254
H 1.451 4.935 0.864
H 1.252 2.970 0.902
H 3.990 2.901 0.800
H 4.016 4.782 0.679
H 3.616 4.822 -1.500
H -0.553 5.297 -5.568
H -2.055 4.501 -5.528
H -3.574 6.297 -2.792
H -3.907 -1.057 -4.659
H -3.776 0.524 -5.677
H -5.573 1.696 -4.361
H -6.048 -0.120 -4.204
H -5.044 1.864 -1.955
H -4.389 0.013 -1.775
H -7.426 -0.106 -2.509
H -6.635 -0.500 -0.835
H -6.795 2.085 -0.427
H -7.947 2.100 -1.731
H 3.343 1.130 -0.560
H 2.337 -0.395 -1.310
H 4.371 1.791 -2.871
H 3.418 0.412 -3.758
H 6.145 0.041 -2.927
H 5.260 -0.612 -1.326
H 5.843 -2.070 -3.947
H 3.951 -1.729 -4.069
H 5.075 -3.859 -2.807
H 3.611 -3.189 -2.318
C 4.922 4.194 6.644
O 5.723 5.205 6.035
C 5.346 5.531 4.773
O 4.414 5.042 4.154
O 6.186 6.495 4.319
C 5.907 6.939 2.993
H 5.313 4.013 7.649
H 3.883 4.526 6.733
H 4.984 3.259 6.078
H 4.907 7.382 2.936
H 6.008 6.115 2.280
H 6.639 7.710 2.734
C 0.465 2.272 11.547
O 1.260 2.448 10.376
C 0.544 2.580 9.230
O -0.673 2.560 9.139
O 1.418 2.739 8.204
C 0.802 2.892 6.927
H 1.140 2.177 12.402
H -0.178 3.143 11.711
H -0.131 1.357 11.475
H 0.172 3.787 6.907
H 0.219 2.001 6.671
H 1.593 3.011 6.182
C -3.025 -8.958 1.837
O -3.747 -8.280 0.811
C -3.643 -6.928 0.855
O -3.005 -6.284 1.672
O -4.372 -6.417 -0.169
C -4.354 -4.993 -0.248
H -3.180 -10.033 1.706
H -1.953 -8.752 1.756
H -3.401 -8.675 2.826
H -3.335 -4.628 -0.413
H -4.784 -4.551 0.657
H -4.969 -4.694 -1.101
C -3.079 -7.456 -2.671
O -1.866 -7.147 -3.354
C -0.948 -8.146 -3.341
O -1.084 -9.238 -2.810
O 0.147 -7.721 -4.020
C 1.203 -8.677 -4.089
H -3.739 -6.587 -2.745
H -3.580 -8.309 -3.140
H -2.887 -7.652 -1.611
H 0.873 -9.580 -4.614
H 1.567 -8.923 -3.086
H 2.026 -8.232 -4.654
```

LUMO energy: -1.6 eV
Orbital gap: 6.693 eV
HOMO energy: -8.31 eV
SMILES: CCNc1c(F)c(P(N)O)c2nc(CCCCN)c(N=C=O)nc2c1CCCCN.COC(=O)OC.COC(=O)OC.COC(=O)OC.COC(=O)OC
Largest force on an atom: 11.4 eV/A



This record from OMol25 describes a structure of composition C4H6N2O at a distorted geometry. The level of theory is ωB97M-V/def2-TZVPD.

The geometry in XYZ format:
```
13
C4H6N2O | OMol25 | ωB97M-V/def2-TZVPD
C 0.404 -0.043 -0.807
C 1.090 1.215 -1.227
C -0.950 -1.003 0.903
C -1.102 0.564 1.303
H 1.671 -1.355 -1.738
H 2.420 0.873 -1.226
H -1.765 -2.072 0.808
H 0.125 -1.495 1.006
H -1.986 1.106 1.294
H -0.385 1.002 1.877
N 0.839 -1.233 -0.900
N -0.852 0.100 -0.064
O 0.491 2.341 -1.229
```

LUMO energy: -0.7 eV
Orbital gap: 9.067 eV
HOMO energy: -9.74 eV
Energy above the lowest of the compared OMol25 structures with the same formula, charge and spin: 144.50 kcal/mol
Largest force on an atom: 6.2 eV/A